Density functional theory data (ωB97M-V/def2-TZVPD) for a molecular structure, C28H46BrN3P2W.

Geometry (Å):
N -5.7683 4.0323 -3.3581
C -5.6016 4.3171 -2.0645
C -4.8242 3.5279 -1.2039
C -4.0666 2.4289 -1.7098
C -4.3283 2.1178 -3.0887
C -5.1759 2.9428 -3.8565
C -3.0435 1.7702 -0.9101
W 0.1344 0.6669 -0.1326
P 2.4365 0.0585 0.2054
C -1.9631 1.0471 -1.4672
C -0.7565 1.8335 -1.6234
C 0.3293 1.2412 -2.3109
C 1.5750 1.8988 -2.3929
C 1.7103 3.1253 -1.7058
C 0.8295 3.4412 -0.6849
C -0.4223 2.7522 -0.5395
Br 3.0266 4.3138 -2.0970
H -3.1774 1.8377 0.1868
H -2.1455 0.3582 -2.3141
H -4.7471 3.8517 -0.1665
H -3.8281 1.2645 -3.5595
H -6.1123 5.2323 -1.7188
H -5.3395 2.6977 -4.9151
H 0.0426 0.5098 -3.0632
H -1.2621 3.1543 0.0514
H 2.3257 1.6326 -3.1166
H 1.0790 4.2775 -0.0389
P -0.8950 -1.6605 -0.3903
C 3.7923 1.2817 0.5511
C 5.2601 0.8530 0.2846
H 3.6567 1.5664 1.5990
H 3.5307 2.1587 -0.0521
H 5.9030 1.4779 0.9117
H 5.4930 -0.1824 0.5556
H 5.5658 1.0169 -0.7578
C 3.2469 -0.7974 -1.2687
C 4.3584 -1.8258 -0.9805
H 3.6351 0.0328 -1.8746
H 2.4152 -1.2593 -1.8183
H 4.4495 -2.5472 -1.7998
H 5.3386 -1.3445 -0.9051
H 4.1469 -2.3982 -0.0716
C 2.7455 -1.1250 1.6413
C 4.1630 -1.4346 2.1845
H 2.2499 -2.0759 1.3701
H 2.1708 -0.6647 2.4775
H 4.0633 -2.1729 3.0009
H 4.8403 -1.9141 1.4643
H 4.6802 -0.5568 2.6043
C -0.6819 -2.7095 1.1315
C -1.3197 -4.1138 1.0734
H -1.0978 -2.0944 1.9491
H 0.4021 -2.8042 1.3156
H -2.4156 -4.0832 1.0060
H -0.9192 -4.7024 0.2391
H -1.0830 -4.6775 1.9886
C -0.1225 -2.7737 -1.6383
C -0.5388 -2.6054 -3.1057
H -0.3477 -3.8055 -1.3463
H 0.9619 -2.6320 -1.4830
H -1.5994 -2.8796 -3.2488
H -0.3636 -1.5941 -3.5130
H 0.0565 -3.3173 -3.7061
C -2.6743 -1.9918 -0.7456
C -3.6170 -1.4846 0.3425
H -2.7983 -3.0741 -0.8614
H -2.9290 -1.5699 -1.7260
H -4.2937 -0.7214 -0.0609
H -4.2392 -2.3161 0.7005
H -3.1027 -1.0484 1.2107
C 0.2823 1.4818 4.7471
N -0.3977 0.3226 4.1570
C -0.7321 -0.7687 5.0887
C -0.6710 0.3452 2.8925
N -0.4484 0.6469 1.7503
H 0.2886 1.3675 5.8298
H -0.2276 2.4096 4.4785
H 1.3179 1.5658 4.3980
H -1.7887 -1.0550 5.0121
H -0.1284 -1.6731 4.8921
H -0.5089 -0.4033 6.1010

Forces on the atoms, in the same order (eV/Å):
N 0.2 -0.2 0.2
C 0.0 0.1 0.3
C -0.2 0.6 0.6
C 0.4 -1.0 0.2
C 0.4 0.4 -0.6
C 0.8 -1.2 0.3
C -3.8 1.4 -0.5
W -0.3 -1.3 1.2
P 4.7 -2.2 0.6
C 2.0 -0.2 -1.0
C -1.7 0.6 0.5
C 0.5 0.7 -2.6
C -1.6 0.2 -0.1
C 0.2 -0.1 0.8
C -0.8 -0.2 0.6
C -0.4 0.7 -1.5
Br 0.8 0.3 -0.3
H 0.4 0.6 -0.5
H 0.0 0.5 0.5
H 0.0 -0.2 -0.1
H -0.3 0.3 0.1
H 0.3 -0.6 0.0
H -0.1 0.2 0.5
H 0.5 -0.2 0.1
H 0.8 -0.1 0.0
H 0.3 -0.5 0.0
H -0.2 0.0 0.0
P -0.8 -2.4 -0.4
C -0.5 0.7 0.1
C 0.0 -0.1 0.0
H 0.0 0.1 -0.1
H 0.3 0.1 0.2
H -0.1 0.1 -0.1
H -0.2 0.6 0.0
H -0.2 -0.1 0.3
C -0.8 0.1 -0.1
C 0.0 -0.2 -0.2
H -0.1 -0.2 0.0
H 0.3 0.1 -0.1
H -0.3 0.2 0.0
H -0.4 -0.3 0.1
H 0.1 0.0 -0.6
C -0.8 -0.1 0.4
C 0.4 -0.1 0.2
H 0.2 0.4 0.2
H 0.1 -0.4 -0.4
H -0.2 0.4 -0.3
H -0.4 0.4 0.4
H -0.4 -0.3 -0.2
C 0.3 0.5 0.5
C -0.1 0.0 0.0
H 0.1 -0.5 -0.1
H -0.4 0.1 0.0
H 0.4 0.0 0.0
H -0.2 0.1 0.3
H 0.0 0.3 -0.2
C 0.8 0.6 -0.3
C 0.0 -0.2 -0.2
H 0.0 0.3 0.2
H -0.3 -0.3 -0.3
H 0.5 0.2 0.0
H -0.1 -0.4 0.1
H -0.3 0.4 0.2
C 0.0 0.7 -0.2
C -0.5 0.2 0.2
H 0.5 0.2 0.0
H 0.1 -0.1 0.2
H 0.0 -0.2 0.2
H 0.1 0.4 0.0
H -0.1 -0.1 -0.1
C 0.6 1.2 -0.1
N -0.9 -0.5 -0.7
C -0.4 -1.1 0.3
C 2.2 1.1 0.0
N -1.3 -0.9 2.0
H -0.1 0.1 -0.2
H -0.1 -0.1 0.1
H -0.1 -0.3 0.0
H 0.2 0.3 0.1
H -0.1 0.5 0.0
H -0.3 -0.3 -0.5

Highest occupied orbital energy (spin up / spin down)   -19.70 / -20.12 eV
Spin multiplicity   3
Net charge   +4
Relative energy (zero: lowest compared OMol25 entry of this formula, charge and spin)   0.0 kcal/mol
⟨S²⟩   2.054
Orbital gap (spin up / spin down)   0.2009 / 0.2251 Ha
E_LUMO (spin up / spin down)   -14.23 / -14.00 eV



Density functional theory data (ωB97M-V/def2-TZVPD) for 4 unconnected molecules or ions with the total composition C28H46ClF6N8O12PS.

Geometry (Å):
C -4.3780 -1.1631 1.9132
C -4.4847 -1.1246 0.3396
O -5.2562 -1.8900 -0.1578
O -3.7329 -0.1741 -0.3724
C -2.4945 -0.7224 -0.8604
O -2.5014 -1.8926 -1.0988
C -1.3659 0.3090 -1.0793
C 0.1345 -0.0259 -0.6917
S 0.5915 -1.5138 -1.7510
C 0.8798 1.3184 -1.2351
C 1.6174 1.2270 -2.6071
C 0.7239 1.1103 -3.9043
O 2.4489 2.4235 -2.6988
C 1.7093 3.6200 -2.9319
C 2.1764 4.8222 -2.0166
C 3.3274 5.6619 -2.2893
C 3.5779 6.7688 -1.3452
C 2.7267 7.0388 -0.1925
C 1.5781 6.1724 0.0877
C 1.3263 5.0828 -0.8395
O 0.5649 -0.0624 0.6398
C 0.1618 -0.9862 1.6084
C -0.5209 -0.0595 2.7282
C -1.4248 1.0901 2.1063
F -1.9571 1.7882 3.2420
O -0.6391 -2.0724 1.1525
N -1.5184 -2.6010 2.0478
O -2.0535 -3.5492 1.6034
C 1.4179 -1.6725 2.4104
O 0.9533 -1.8130 3.7209
C 1.6178 -2.1203 4.8819
C 0.5728 -1.7019 6.0351
Cl 1.8534 -3.9181 5.2953
C 2.9532 -1.4076 5.3349
C 2.7946 0.1268 5.6984
F 3.3903 -2.0301 6.5425
P 3.0049 -0.5893 2.1249
N 3.4844 -0.5756 0.4766
O 2.6156 1.0393 2.4524
C 1.8066 -3.0903 1.8329
F 0.9458 -4.1128 2.2592
F 1.8434 -3.1855 0.4573
C 3.2721 -3.6084 2.2836
F 4.1688 -3.5777 1.2278
F 3.1690 -4.9669 2.6101
H -5.1381 -0.4088 2.2700
H -4.5943 -2.1773 2.3163
H -3.3839 -0.8268 2.2935
H -1.3467 0.5254 -2.1879
H -1.6942 1.2909 -0.6307
H -0.3698 -1.5207 -2.7253
H 0.1450 2.1755 -1.2476
H 1.6587 1.6569 -0.4884
H 2.3888 0.4095 -2.6835
H 1.2894 1.5765 -4.7564
H -0.2565 1.6208 -3.7407
H 0.6206 0.0253 -4.1805
H 1.8888 3.9463 -4.0031
H 0.6010 3.5729 -2.8047
H 3.9825 5.4805 -3.1661
H 4.4266 7.4795 -1.5002
H 2.8967 7.8822 0.5168
H 0.8751 6.3198 0.9352
H 0.4418 4.4256 -0.6501
H -1.1828 -0.5881 3.4439
H 0.2493 0.5250 3.3046
H -0.8133 1.8414 1.5528
H -2.3114 0.7073 1.5494
H -0.3217 -2.3657 5.8493
H 0.9512 -1.9629 7.0481
H 0.2184 -0.6506 5.9116
H 3.8213 -1.4809 4.6385
H 2.1318 0.6495 4.9694
H 2.4429 0.1825 6.7581
H 3.8447 0.5380 5.7074
H 2.9792 0.0799 -0.1185
H 3.6318 -1.4908 0.0557
H 3.4049 1.3350 2.9483
H 3.6512 -3.1185 3.2077
C 0.9330 4.7897 -6.5583
O 0.9921 3.9457 -5.6747
N -0.2388 5.3569 -6.9507
N 2.0344 5.2317 -7.2222
H -0.3095 6.0499 -7.6721
H -1.0742 5.0543 -6.4815
H 2.9189 4.8340 -6.9586
H 2.0085 5.9222 -7.9489
C -8.6502 -3.0010 -2.1890
O -9.7699 -3.1241 -2.6577
N -7.7032 -3.9761 -2.2816
N -8.2470 -1.8798 -1.5320
H -6.7777 -3.8926 -1.9022
H -7.9612 -4.8210 -2.7597
H -8.9161 -1.1363 -1.4416
H -7.3295 -1.7621 -1.1402
C 0.2970 -6.4699 -0.8953
O 1.1032 -7.3256 -1.2222
N -0.8567 -6.2452 -1.5885
N 0.4756 -5.6655 0.1856
H -1.5320 -5.5468 -1.3368
H -1.0256 -6.8197 -2.3949
H 1.3131 -5.7977 0.7238
H -0.1774 -4.9585 0.4663

Forces on the atoms, in the same order (eV/Å):
C 0.4 1.3 -0.5
C -0.6 -1.3 1.7
O 0.3 0.8 -0.8
O 1.1 -0.1 0.6
C -1.0 -0.7 -0.1
O 0.8 0.6 0.0
C -1.1 0.8 0.4
C -0.5 1.8 -3.1
S 0.3 -0.4 0.5
C 0.5 -0.3 0.5
C 0.6 0.5 -1.0
C 0.7 -0.4 0.3
O -1.0 -0.4 0.5
C 0.9 2.5 -0.7
C -0.4 0.3 1.3
C -1.6 0.7 2.4
C -1.1 -0.6 0.3
C -0.9 -1.8 -0.8
C 1.3 -0.6 -2.3
C 1.4 1.2 -0.2
O -0.4 -1.5 -0.5
C -0.1 0.1 4.1
C -1.0 1.3 -0.7
C 0.3 -0.2 1.1
F 0.4 -0.6 -0.9
O 0.6 0.9 -1.9
N -1.2 -0.6 1.0
O 0.5 0.5 0.1
C -0.4 0.7 -2.8
O 0.4 -0.1 -0.2
C -0.4 0.6 4.2
C -0.9 -1.1 -1.2
Cl 0.0 0.5 -1.2
C 1.0 0.9 0.1
C 0.7 -1.0 0.1
F -0.5 0.5 -1.1
P 2.0 0.5 0.6
N -1.1 0.5 0.8
O 0.2 -1.6 -0.5
C 1.0 -2.0 -0.3
F 0.5 2.1 -0.2
F -0.5 0.9 1.2
C 0.0 -1.8 0.5
F -1.0 0.7 1.2
F 0.1 1.5 -0.6
H 0.7 -0.9 -0.2
H 0.0 0.8 -0.6
H -0.8 -0.3 -0.3
H 0.1 -0.4 1.1
H 0.4 -1.1 -0.2
H 0.3 0.4 0.9
H 0.6 -1.0 -0.1
H -0.8 -0.6 -0.6
H -1.0 0.7 0.6
H -0.7 -0.2 0.9
H 0.7 -0.5 -0.5
H -0.3 1.1 0.4
H -0.3 -0.5 1.5
H 0.8 -0.5 0.0
H -0.6 0.2 0.8
H -0.8 -0.9 0.0
H 0.2 -0.7 -0.9
H 0.8 0.1 -0.7
H 0.9 0.6 -0.3
H 0.7 0.1 -0.5
H -0.5 -0.9 -0.7
H -0.6 -0.7 0.2
H 0.8 0.5 0.2
H 0.8 0.7 0.2
H -0.1 0.5 -0.9
H 0.6 -0.7 0.2
H -0.9 -0.4 0.3
H 0.6 -0.2 0.7
H -0.1 0.1 -1.1
H -1.2 -0.2 -0.2
H 0.0 -0.4 -0.1
H 0.0 0.3 0.1
H -0.6 0.0 -0.3
H 0.0 -0.1 -1.0
C 0.0 0.0 0.0
O -0.2 0.1 -0.6
N -0.4 0.0 0.1
N 0.4 0.0 0.0
H 0.0 0.0 0.0
H 0.1 0.0 -0.1
H -0.1 0.0 0.0
H 0.0 0.0 0.0
C -0.2 0.0 -0.1
O 0.1 0.0 0.0
N 0.2 -0.4 -0.1
N 0.0 0.5 0.2
H -0.1 0.1 0.0
H 0.0 0.1 0.1
H 0.0 -0.1 0.0
H 0.0 -0.1 0.0
C 0.2 -0.1 0.1
O -0.1 0.0 -0.1
N -0.3 -0.1 -0.4
N 0.1 -0.2 0.0
H 0.1 0.0 0.0
H 0.0 0.0 0.1
H -0.1 0.0 -0.1
H 0.0 0.0 -0.1

Highest occupied orbital energy   -9.12 eV
SMILES   CC(=O)OC(=O)C[C@@](S)(C[C@@H](C)OCc1ccccc1)O[C@@](CCF)(ON=O)[C@](O[C@@](C)(Cl)[C@@H](C)F)(P(N)O)C(F)(F)C(F)F.NC(N)=O.NC(N)=O.NC(N)=O
Orbital gap   0.3150 Ha
E_LUMO   -0.54 eV



Density functional theory data (ωB97M-V/def2-TZVPD) for 7 unconnected molecules or ions with the total composition C28H46O12.

Geometry (Å):
C 25.0332 2.6840 -26.9139
C 24.4594 3.6442 -25.8657
C 25.6846 4.0318 -25.0284
O 26.7995 3.9012 -25.9125
C 26.5645 2.7483 -26.6848
H 24.7782 3.0158 -27.9215
H 24.6321 1.6761 -26.8162
H 23.7796 3.0901 -25.2147
H 23.9867 4.5534 -26.2165
H 25.8935 3.4230 -24.1361
H 25.5964 5.0579 -24.6638
H 26.9010 1.8115 -26.2384
H 27.0503 2.8939 -27.6493
C 22.3130 1.3355 -22.1568
C 20.8021 1.5265 -22.2101
C 20.4102 1.6209 -20.7417
O 21.5698 2.1860 -20.0943
C 22.7093 2.2012 -20.9675
H 22.7424 1.5931 -23.1308
H 22.5794 0.2822 -22.0387
H 20.2467 0.7472 -22.7348
H 20.5401 2.4751 -22.6903
H 20.2535 0.6420 -20.2819
H 19.5637 2.2817 -20.5667
H 23.5473 1.7867 -20.4111
H 22.9076 3.2340 -21.2649
O 20.5913 5.5705 -27.0987
C 20.4502 4.4040 -26.8844
O 21.5217 3.5814 -26.7757
C 21.1693 2.2887 -26.2299
C 19.6826 2.3703 -25.9004
C 19.1628 3.6329 -26.6063
H 21.7020 2.2337 -25.2804
H 21.5436 1.5347 -26.9163
H 19.5795 2.4391 -24.8153
H 19.0433 1.5217 -26.1428
H 18.5180 4.2902 -26.0369
H 18.7646 3.3239 -27.5721
O 27.4592 -0.4988 -26.5421
C 27.5854 -0.6771 -25.3645
O 26.6254 -1.2661 -24.6104
C 26.8720 -1.0658 -23.2243
C 28.3789 -0.7424 -23.0964
C 28.6958 -0.1749 -24.4702
H 26.6220 -1.9802 -22.6937
H 26.2656 -0.2432 -22.8426
H 28.9236 -1.6675 -22.9024
H 28.5720 -0.0797 -22.2562
H 29.6978 -0.3802 -24.8421
H 28.6590 0.9219 -24.4804
O 24.6126 7.3464 -21.5611
C 23.8157 7.3144 -22.4450
O 23.9078 8.1282 -23.5335
C 22.7875 7.9045 -24.4153
C 21.7370 7.2138 -23.5597
C 22.6292 6.3822 -22.6220
H 23.1169 7.1965 -25.1814
H 22.4605 8.8330 -24.8702
H 21.0251 6.6844 -24.1905
H 21.1825 7.8995 -22.9147
H 22.9672 5.4742 -23.1294
H 22.1226 6.1411 -21.6939
O 32.6818 3.9423 -30.2776
C 31.6835 3.2904 -30.2407
O 31.6097 2.0439 -30.7741
C 30.3086 1.4836 -30.5370
C 29.7410 2.2644 -29.3483
C 30.3461 3.6429 -29.5920
H 30.4252 0.4251 -30.3162
H 29.6916 1.6076 -31.4283
H 30.0710 1.8636 -28.3923
H 28.6536 2.2343 -29.4049
H 30.5754 4.2162 -28.6990
H 29.7697 4.2321 -30.3049
O 30.7937 4.5562 -20.6036
C 30.1845 4.7950 -21.6046
O 28.8554 5.0556 -21.6007
C 28.4594 5.5723 -22.8784
C 29.5207 5.1379 -23.8815
C 30.7493 4.8478 -23.0241
H 28.4266 6.6593 -22.7618
H 27.4714 5.2870 -23.2298
H 29.6813 5.9273 -24.6149
H 29.1763 4.2644 -24.4329
H 31.5454 5.5843 -23.0478
H 31.1187 3.8403 -23.2058

Forces on the atoms, in the same order (eV/Å):
C -0.1 0.4 -0.4
C 0.4 -0.7 1.3
C 0.4 0.2 0.0
O 0.0 0.4 0.4
C -0.8 -0.1 -0.9
H 0.0 0.0 0.0
H 0.1 0.0 0.1
H -0.3 0.3 -0.1
H -0.2 -0.2 -0.4
H -0.4 -0.3 -0.1
H 0.3 0.1 -0.2
H 0.3 0.2 0.3
H 0.3 -0.1 0.2
C -0.1 -0.3 -0.8
C -0.6 0.0 0.1
C 1.0 0.1 0.2
O -0.1 0.2 0.0
C -0.6 -0.3 0.0
H 0.3 0.4 0.3
H -0.1 0.0 0.4
H 0.2 -0.1 0.0
H 0.2 0.0 0.0
H -0.3 0.0 -0.1
H -0.1 -0.1 0.1
H 0.2 0.2 0.0
H 0.2 0.0 0.0
O -0.1 0.1 -0.2
C 0.1 -0.1 0.4
O -0.2 -0.2 -0.1
C 0.3 0.8 0.3
C -1.2 -0.1 0.5
C 1.4 -0.3 -0.2
H 0.3 -0.3 -0.2
H -0.3 -0.2 0.0
H 0.0 0.3 -0.1
H 0.5 -0.2 -0.3
H -0.4 -0.2 -0.1
H -0.4 0.4 0.0
O 0.1 -0.4 0.1
C -0.1 0.5 -0.1
O -0.1 0.0 -0.4
C 0.7 -0.1 0.6
C -0.4 -0.4 0.1
C 0.4 0.6 0.3
H -0.2 0.0 0.0
H -0.2 0.0 -0.2
H 0.1 0.0 -0.1
H 0.0 0.1 -0.1
H -0.1 -0.4 -0.2
H -0.3 -0.1 0.0
O 0.2 0.0 0.2
C 0.1 -0.3 -0.4
O -0.3 0.2 0.1
C 0.0 -0.6 0.2
C 0.1 0.0 0.3
C -0.7 0.3 -0.6
H 0.0 0.2 -0.2
H 0.2 0.1 0.1
H 0.1 -0.2 0.1
H 0.0 0.3 -0.3
H 0.1 -0.1 0.2
H 0.3 -0.1 0.2
O 0.0 0.1 -0.1
C -0.1 0.0 0.0
O -0.1 0.0 0.0
C 0.1 -0.1 0.5
C -0.3 0.2 -0.6
C 0.6 -0.3 0.1
H 0.1 0.0 -0.1
H 0.0 0.0 0.0
H 0.0 -0.1 0.0
H 0.0 0.1 0.3
H -0.3 0.2 0.0
H 0.0 0.1 0.1
O -0.1 -0.1 0.0
C 0.3 0.1 0.1
O -0.3 -0.3 -0.2
C 0.2 1.0 -0.3
C 0.2 0.3 -0.3
C -0.9 -0.4 0.4
H 0.1 0.0 -0.1
H -0.1 -0.5 0.7
H 0.0 0.0 0.0
H 0.1 -0.1 0.1
H 0.1 0.0 -0.2
H 0.4 0.2 -0.1

Highest occupied orbital energy   -9.95 eV
SMILES   O=C1CCCO1.O=C1CCCO1.O=C1CCCO1.O=C1CCCO1.O=C1CCCO1.C1CCOC1.C1CCOC1
Relative energy (zero: lowest compared OMol25 entry of this formula, charge and spin)   0.2 kcal/mol
Orbital gap   0.3704 Ha
E_LUMO   0.13 eV